(1)
Formula: C24H36N2OSe4SiTcTe
Source: the OMol25 dataset
Level of theory: ωB97M-V/def2-TZVPD

Structure (XYZ):
```
70
Properties=species:S:1:pos:R:3
Tc 13.619 -14.456 -0.542
Se 15.641 -13.632 0.478
Se 15.868 -14.733 2.767
Te 13.960 -16.281 2.920
Se 12.698 -16.358 0.409
C 11.624 -12.874 -3.904
C 11.481 -13.728 -2.714
O 12.544 -14.384 -2.267
C 10.169 -13.850 -2.150
C 9.542 -14.926 -1.428
C 8.211 -14.893 -1.058
C 7.401 -13.786 -1.248
C 7.991 -12.690 -1.854
C 9.281 -12.741 -2.350
H 12.356 -13.381 -4.585
H 12.004 -11.899 -3.649
H 10.666 -12.815 -4.413
H 10.114 -15.786 -1.090
H 7.811 -15.664 -0.445
H 6.361 -13.713 -0.821
H 7.371 -11.760 -2.020
H 9.691 -11.834 -2.800
C 16.982 -16.337 -1.071
Si 15.483 -15.679 -2.036
C 14.862 -17.432 -2.756
C 13.525 -17.442 -3.426
C 15.915 -18.055 -3.665
C 14.759 -18.276 -1.464
C 16.452 -14.603 -3.430
C 17.620 -15.352 -3.993
C 16.862 -13.227 -2.854
C 15.407 -14.301 -4.535
H 17.443 -17.186 -1.509
H 16.575 -16.658 -0.106
H 17.688 -15.532 -0.891
H 13.587 -17.224 -4.514
H 12.830 -16.799 -2.928
H 13.157 -18.477 -3.268
H 15.952 -17.707 -4.694
H 15.831 -19.178 -3.685
H 16.943 -17.896 -3.238
H 14.002 -17.833 -0.726
H 15.715 -18.361 -0.888
H 14.416 -19.325 -1.746
H 18.344 -15.785 -3.234
H 18.197 -14.669 -4.587
H 17.412 -16.235 -4.634
H 17.488 -13.368 -2.006
H 16.050 -12.589 -2.430
H 17.326 -12.652 -3.614
H 14.726 -15.203 -4.733
H 15.926 -14.032 -5.486
H 14.739 -13.529 -4.117
Se 10.065 -12.268 3.333
C 11.365 -13.548 3.200
N 12.245 -14.335 3.159
N 12.712 -12.681 0.139
C 13.469 -11.467 -0.100
C 13.809 -11.030 -1.389
C 14.408 -9.791 -1.499
C 14.715 -9.022 -0.396
C 14.429 -9.505 0.889
C 13.989 -10.813 1.051
H 12.672 -12.743 1.145
H 11.701 -12.605 -0.161
H 13.777 -11.722 -2.242
H 14.659 -9.489 -2.537
H 15.195 -8.016 -0.556
H 14.660 -8.872 1.729
H 14.265 -11.362 1.967
```

Computed properties:
E_HOMO (spin up / spin down)   -7.1 / -7.2 eV
LUMO level (spin up / spin down)   -2.14 / -2.21 eV
Multiplicity   4
<S²>   3.88
Relative energy (zero: lowest compared OMol25 entry of this formula, charge and spin)   91.0 kcal/mol

Partial atomic charges computed with the Mulliken method, in multiples of e:
1 Tc -0.087
2 Se -0.239
3 Se -0.253
4 Te 0.195
5 Se -0.537
6 C -1.417
7 C 0.503
8 O -0.222
9 C 0.424
10 C 0.306
11 C -0.805
12 C -0.291
13 C -0.759
14 C -0.423
15 H 0.206
16 H 0.309
17 H 0.644
18 H 0.326
19 H 0.390
20 H 0.337
21 H 0.306
22 H 0.335
23 C -1.727
24 Si 1.634
25 C 2.093
26 C -1.732
27 C -1.899
28 C -0.984
29 C 2.239
30 C -1.765
31 C -2.046
32 C -1.154
33 H 0.575
34 H 0.237
35 H 0.294
36 H 0.298
37 H 0.114
38 H 0.531
39 H 0.309
40 H 0.402
41 H 0.365
42 H -0.361
43 H 0.302
44 H 0.508
45 H 0.253
46 H 0.597
47 H 0.270
48 H 0.419
49 H 0.177
50 H 0.586
51 H 0.173
52 H 0.501
53 H -0.074
54 Se -0.341
55 C -0.029
56 N -0.413
57 N 0.439
58 C 0.183
59 C 0.631
60 C -0.833
61 C -0.347
62 C -0.926
63 C -0.677
64 H 0.145
65 H 0.064
66 H 0.270
67 H 0.352
68 H 0.337
69 H 0.410
70 H 0.352

=====

(2)
Formula: C23H51N4O5
Source: the OMol25 dataset
Level of theory: ωB97M-V/def2-TZVPD

Structure (XYZ):
```
83
Properties=species:S:1:pos:R:3
C 2.932 -5.477 -0.985
C 2.250 -4.273 -1.627
N 1.594 -3.457 -0.582
C 1.772 -2.028 -0.711
C 3.020 -1.646 0.112
N 3.201 -0.171 0.379
C 3.979 0.508 -0.684
O 4.732 1.500 -0.075
C 5.418 2.303 -1.035
C 1.872 0.460 0.742
N 1.446 -0.323 1.896
C 2.004 1.950 1.158
C 0.955 2.394 2.189
C 2.027 2.979 0.012
C 2.802 4.228 0.394
C 0.875 0.140 -0.402
O -0.273 0.906 -0.333
C -0.627 1.624 -1.504
C -1.997 2.289 -1.340
C -1.821 3.725 -0.828
C -2.980 1.402 -0.536
C -3.908 2.150 0.424
C -5.111 1.212 0.679
C -3.225 2.412 1.786
N 0.575 -1.294 -0.308
C -0.603 -1.662 -1.072
O -1.755 -1.615 -0.245
C -1.950 -2.774 0.525
O -3.041 -3.505 0.043
C -4.278 -2.859 0.248
C -5.335 -3.848 0.770
O -5.161 -5.126 0.198
H 3.928 -5.211 -0.646
H 2.387 -5.785 -0.100
H 2.950 -6.325 -1.656
H 1.463 -4.672 -2.257
H 2.949 -3.701 -2.228
H 1.861 -3.760 0.345
H 1.950 -1.827 -1.775
H 3.871 -2.068 -0.410
H 2.963 -2.125 1.073
H 3.773 -0.082 1.225
H 3.355 0.907 -1.479
H 4.659 -0.213 -1.137
H 5.644 3.243 -0.555
H 4.791 2.513 -1.897
H 6.355 1.845 -1.334
H 1.938 -0.029 2.732
H 0.444 -0.287 2.017
H 2.972 2.039 1.652
H 0.827 3.464 2.171
H 0.014 1.871 2.104
H 1.334 2.172 3.182
H 1.006 3.304 -0.136
H 2.356 2.586 -0.946
H 2.378 4.664 1.289
H 3.852 4.020 0.566
H 2.670 4.976 -0.377
H 1.337 0.282 -1.393
H -0.667 0.994 -2.393
H 0.089 2.403 -1.746
H -2.392 2.369 -2.347
H -1.080 4.209 -1.459
H -2.729 4.297 -0.950
H -1.455 3.739 0.193
H -2.489 0.593 -0.008
H -3.644 0.932 -1.257
H -4.323 3.040 -0.031
H -5.748 1.681 1.421
H -4.725 0.261 1.032
H -5.688 1.075 -0.229
H -3.119 3.483 1.928
H -3.764 1.975 2.614
H -2.208 2.040 1.735
H -0.516 -2.675 -1.445
H -0.796 -1.023 -1.929
H -1.077 -3.419 0.526
H -2.153 -2.505 1.563
H -4.195 -2.065 0.992
H -4.632 -2.367 -0.654
H -5.233 -3.895 1.851
H -6.304 -3.443 0.506
H -4.564 -5.626 0.770
```

Computed properties:
E_HOMO   -11.6 eV
Total charge   +1
LUMO level   -2.43 eV
SMILES string   CCN[C@@H]1C[N@@H+](COC)[C@@](N)([C@H](C)CC)[C@H](OC[C@H](C)CC(C)C)N1COCOCCO

Partial atomic charges computed with the Mulliken method, in multiples of e:
1 C -1.353
2 C -0.258
3 N -0.008
4 C -0.775
5 C -1.188
6 N 0.566
7 C -0.461
8 O -0.387
9 C -0.848
10 C -0.301
11 N -0.382
12 C 0.643
13 C -1.809
14 C -0.215
15 C -1.933
16 C -2.109
17 O 0.572
18 C -0.888
19 C 0.267
20 C -1.984
21 C -0.540
22 C 0.816
23 C -1.836
24 C -1.042
25 N 0.902
26 C -0.913
27 O -0.045
28 C -0.456
29 O -0.475
30 C 0.057
31 C -0.732
32 O -0.535
33 H 0.319
34 H 0.337
35 H 0.400
36 H 0.371
37 H 0.333
38 H 0.371
39 H 0.435
40 H 0.334
41 H 0.453
42 H 0.581
43 H 0.336
44 H 0.565
45 H 0.308
46 H 0.377
47 H 0.324
48 H 0.320
49 H 0.220
50 H 0.848
51 H 0.450
52 H 0.182
53 H 0.375
54 H -0.152
55 H 0.491
56 H 0.315
57 H 0.419
58 H 0.456
59 H 0.771
60 H 0.365
61 H 0.398
62 H 0.508
63 H 0.598
64 H 0.505
65 H 0.273
66 H -0.120
67 H 0.463
68 H 0.410
69 H 0.492
70 H 0.310
71 H 0.442
72 H 0.259
73 H 0.512
74 H -0.175
75 H 0.801
76 H 0.041
77 H 0.233
78 H 0.421
79 H 0.105
80 H 0.299
81 H 0.306
82 H 0.350
83 H 0.315

=====

(3)
Formula: C4H9NO
Source: the OMol25 dataset
Level of theory: ωB97M-V/def2-TZVPD

Structure (XYZ):
```
15
Properties=species:S:1:pos:R:3
C 0.199 1.236 1.361
C 0.765 0.385 0.249
C -0.526 0.214 -1.504
O -0.115 -0.628 -2.494
C 0.834 -1.050 0.556
N -0.486 -0.957 -0.068
H -0.352 0.702 2.163
H 1.062 1.725 1.840
H -0.438 2.050 0.988
H -1.611 0.327 -1.376
H -0.073 1.186 -1.705
H -0.462 -1.505 -2.259
H 0.759 -1.358 1.607
H 1.536 -1.673 -0.005
H -1.182 -0.715 0.647
```

Computed properties:
E_HOMO   -7.6 eV
LUMO level   0.97 eV
Relative energy (zero: lowest compared OMol25 entry of this formula, charge and spin)   148.0 kcal/mol

Partial atomic charges computed with the Mulliken method, in multiples of e:
1 C -1.050
2 C -0.006
3 C -0.080
4 O -0.496
5 C -0.429
6 N -0.635
7 H 0.317
8 H 0.340
9 H 0.284
10 H 0.302
11 H 0.289
12 H 0.353
13 H 0.287
14 H 0.203
15 H 0.321

=====

(4)
Formula: C2H5N3OS
Source: the OMol25 dataset
Level of theory: ωB97M-V/def2-TZVPD

Structure (XYZ):
```
12
Properties=species:S:1:pos:R:3
N -2.962 0.165 -0.030
N -1.823 0.966 0.149
C -0.648 0.640 -0.142
S -0.283 -1.077 -0.220
C 1.504 -0.863 0.261
N 2.474 -0.089 0.213
O 2.088 1.285 -0.136
H -3.753 0.530 0.520
H -2.821 -0.631 0.612
H 0.170 1.349 0.366
H 2.063 -1.769 0.555
H 3.197 1.514 -0.490
```

Computed properties:
E_HOMO   -9.1 eV
LUMO level   0.44 eV
Relative energy (zero: lowest compared OMol25 entry of this formula, charge and spin)   148.7 kcal/mol
SMILES string   N/N=C\S/C=N\O

Partial atomic charges computed with the Mulliken method, in multiples of e:
1 N -0.537
2 N -0.256
3 C 0.109
4 S -0.078
5 C -0.013
6 N -0.339
7 O -0.462
8 H 0.289
9 H 0.203
10 H 0.354
11 H 0.351
12 H 0.381

=====

(5)
Formula: C25H25Cl3GeN4O5S2Sr
Source: the OMol25 dataset
Level of theory: ωB97M-V/def2-TZVPD

Structure (XYZ):
```
66
Properties=species:S:1:pos:R:3
Sr -0.893 -0.794 1.168
C -1.995 2.039 -2.824
C -2.123 1.139 -1.533
N -1.219 0.324 -1.128
N 0.015 0.378 -1.789
C 0.623 -0.699 -1.867
S 0.118 -2.303 -1.297
S 2.362 -0.658 -2.482
C 2.467 1.113 -2.740
C 3.882 1.526 -2.611
C 4.824 0.915 -3.411
C 6.125 1.188 -3.361
C 6.507 2.141 -2.375
C 5.617 2.794 -1.556
C 4.259 2.511 -1.736
C -3.400 1.247 -0.828
C -4.518 1.676 -1.510
C -5.803 1.580 -0.973
C -5.988 1.004 0.270
C -4.891 0.675 1.062
C -3.545 0.949 0.574
O -2.571 0.670 1.371
H -2.312 1.469 -3.635
H -0.984 2.362 -2.849
H -2.572 2.946 -2.622
H 1.850 1.610 -1.967
H 2.095 1.330 -3.749
H 4.405 0.136 -4.113
H 6.773 0.690 -4.032
H 7.580 2.437 -2.272
H 6.011 3.453 -0.789
H 3.486 2.910 -1.034
H -4.389 2.035 -2.524
H -6.647 1.797 -1.642
H -6.983 0.877 0.574
H -4.984 0.216 2.040
C -4.391 -2.006 5.111
O -4.779 -2.369 3.727
C -3.731 -2.314 2.860
O -2.551 -2.094 3.130
N -4.233 -2.417 1.586
N -3.484 -2.346 0.398
H -3.427 -1.457 5.190
H -4.365 -2.962 5.694
H -5.220 -1.412 5.465
H -5.228 -2.255 1.534
H -3.787 -1.551 -0.139
H -3.547 -3.191 -0.133
Cl -2.353 -4.334 -2.609
Ge -2.122 -2.175 -2.832
Cl -1.264 -2.008 -4.877
Cl -4.219 -1.651 -3.386
O 1.303 0.164 0.961
C 1.766 -0.439 1.942
O 1.027 -1.241 2.650
C 3.202 -0.273 2.415
C 4.220 -0.062 1.514
C 5.526 -0.313 1.925
C 5.759 -0.624 3.258
C 4.699 -0.793 4.187
C 3.381 -0.752 3.715
H 3.995 0.225 0.534
H 6.371 -0.184 1.235
H 6.758 -0.751 3.674
H 5.019 -1.179 5.151
H 2.487 -0.918 4.313
```

Computed properties:
E_HOMO (spin up / spin down)   -4.7 / -5.1 eV
Total charge   -1
LUMO level (spin up / spin down)   2.37 / 1.02 eV
Multiplicity   2
<S²>   0.76
Relative energy (zero: lowest compared OMol25 entry of this formula, charge and spin)   11.7 kcal/mol

Partial atomic charges computed with the Mulliken method, in multiples of e:
1 Sr 1.643
2 C -1.754
3 C 0.188
4 N 0.698
5 N -0.333
6 C 0.313
7 S -0.320
8 S -0.328
9 C -0.509
10 C 0.234
11 C -0.059
12 C -0.911
13 C -0.182
14 C -0.857
15 C -0.001
16 C 0.641
17 C -0.827
18 C -0.697
19 C -0.677
20 C -0.376
21 C -0.106
22 O -1.047
23 H 0.325
24 H 0.404
25 H 0.514
26 H 0.279
27 H 0.467
28 H 0.269
29 H 0.447
30 H 0.271
31 H 0.404
32 H 0.279
33 H 0.352
34 H 0.285
35 H 0.491
36 H 0.669
37 C -0.682
38 O -0.412
39 C 0.753
40 O -0.587
41 N -0.201
42 N -0.175
43 H 0.302
44 H 0.256
45 H 0.273
46 H 0.273
47 H -0.023
48 H 0.263
49 Cl -0.395
50 Ge 0.774
51 Cl -0.427
52 Cl -0.412
53 O -0.877
54 C 1.335
55 O -0.987
56 C 0.063
57 C -0.364
58 C -0.580
59 C -0.237
60 C -0.635
61 C -0.488
62 H 0.628
63 H 0.364
64 H 0.330
65 H 0.317
66 H 0.364